(1)
Molecular formula: CH3ClN2O2
Method: DFT, ωB97M-V/def2-TZVPD

Structure (XYZ):
```
9
Properties=species:S:1:pos:R:3
C -1.0463 0.4265 -0.0581
N 0.1236 -0.0545 -0.5791
N 0.8443 -1.0220 -0.0117
O 0.1352 -2.0101 0.1951
O 2.0587 -0.9783 0.1408
Cl 1.9224 1.9255 -0.0567
H -1.2232 1.4856 -0.1190
H -1.8035 0.0152 -0.5667
H -1.0113 0.2121 1.0555
```

The highest occupied orbital energy (alpha / beta) comes out at -11.41 / -10.95 eV. Its energy above the lowest of the compared OMol25 structures with the same formula, charge and spin is 503.2 kJ/mol. As for the net charge: 0.

Atom charges from the Mulliken analysis, given in e for atoms 1 to 8: -0.603 -0.386 1.121 -0.512 -0.543 -0.029 0.305 0.324


(2)
Molecular formula: C3H7N4O3
Method: DFT, ωB97M-V/def2-TZVPD

Structure (XYZ):
```
17
Properties=species:S:1:pos:R:3
C -0.4347 2.3712 -0.0388
C 1.3606 -2.1907 -0.3455
C -1.6070 1.7673 0.7577
N 2.4071 -1.9594 0.3945
N 0.4335 1.5526 -0.3656
N 1.1629 0.6523 -0.4419
N 0.1399 -2.7382 -0.3116
O 0.0119 -3.9225 -0.0746
O -0.6273 3.6310 -0.5996
O -0.8706 -1.9850 -0.8968
H -1.8721 0.9113 0.2233
H -1.2268 1.6762 1.7841
H -2.3508 2.5495 0.6234
H 2.4071 -1.9192 1.3939
H 3.2356 -1.6112 -0.0483
H -1.6827 -2.3692 -0.4740
H -0.4866 3.5841 -1.5803
```

The highest occupied orbital energy comes out at -11.47 eV. Its energy above the lowest of the compared OMol25 structures with the same formula, charge and spin is 796.6 kJ/mol. As for the net charge: +1.

Atom charges from the Mulliken analysis, given in e for atoms 1 to 8: 0.528 0.157 -0.884 -0.161 0.570 -0.860 0.697 -0.445


(3)
Molecular formula: C28H24BrN5O2Sr
Method: DFT, ωB97M-V/def2-TZVPD

Structure (XYZ):
```
61
Properties=species:S:1:pos:R:3
Sr 0.2427 -0.9416 0.3453
O -3.2675 0.7249 -5.8273
C -2.0831 0.9921 -5.6661
O -1.2059 1.4482 -6.3881
C -1.5598 0.6289 -4.1922
C -0.2751 0.9285 -3.7704
C 0.1111 0.5711 -2.4832
N -0.6882 -0.1210 -1.6625
C -1.9159 -0.4286 -2.0744
C -2.3937 -0.0617 -3.3267
C -2.8141 -1.1176 -1.1329
C -4.0622 -0.5535 -0.8483
C -4.9202 -1.2207 0.0021
C -4.5260 -2.4517 0.5112
C -3.2734 -2.9273 0.1703
N -2.4156 -2.2738 -0.6020
C 1.4189 0.9778 -1.9638
C 1.9515 2.2255 -2.3074
C 3.1879 2.5826 -1.8073
C 3.8719 1.6689 -1.0119
C 3.2642 0.4630 -0.7195
N 2.0594 0.1241 -1.1579
H 0.3943 1.4379 -4.4461
H -3.3957 -0.2887 -3.6596
H -4.3225 0.3999 -1.2784
H -5.8823 -0.8077 0.2612
H -5.1674 -3.0244 1.1645
H -2.9468 -3.8992 0.5297
H 1.3872 2.9037 -2.9299
H 3.6121 3.5501 -2.0273
H 4.8455 1.9011 -0.6127
H 3.7660 -0.2793 -0.1080
N 1.3107 -3.1965 -0.3683
C 0.4514 -4.2478 0.1622
C 0.3160 -4.1043 1.6768
N -0.5035 -2.9419 2.0032
H 1.2063 -3.1587 -1.3750
H 2.2852 -3.4217 -0.1799
H 0.8288 -5.2541 -0.0726
H -0.5368 -4.1416 -0.2904
H 1.3076 -3.9514 2.1137
H -0.1080 -5.0349 2.0821
H -0.4850 -2.7819 3.0072
H -1.4688 -3.1453 1.7593
Br 2.5168 -0.9678 2.6100
C 2.3348 0.9225 3.0086
C 3.3306 1.4232 3.8034
C 3.2924 2.7617 4.2154
C 2.2483 3.5450 3.8191
C 1.2284 3.0401 2.9876
C 0.1772 3.8892 2.5912
C -0.8100 3.4184 1.7764
C -0.7704 2.0899 1.3228
C 0.2163 1.1816 1.6686
C 1.2387 1.6802 2.5316
H 4.1432 0.7889 4.1248
H 4.0800 3.1503 4.8437
H 2.1776 4.5751 4.1357
H 0.1815 4.9130 2.9377
H -1.6196 4.0661 1.4683
H -1.5669 1.7736 0.6557
```

The highest occupied orbital energy comes out at -7.63 eV. Its energy above the lowest of the compared OMol25 structures with the same formula, charge and spin is 106.0 kJ/mol. As for the net charge: 0.

Atom charges from the Mulliken analysis, given in e for atoms 1 to 8: 2.042 -0.698 0.528 -0.696 -0.315 -1.019 0.431 0.239


(4)
Molecular formula: C4H8N3
Method: DFT, ωB97M-V/def2-TZVPD

Structure (XYZ):
```
15
Properties=species:S:1:pos:R:3
C -0.6636 1.1465 -0.1620
C 1.0835 -0.0449 0.0281
C 2.4069 -0.6428 0.0517
C -2.3915 -0.5109 0.0416
N 0.0438 -0.8672 0.1473
N 0.6378 1.2298 -0.1962
N -1.0620 -0.1136 0.0628
H -1.4287 2.0526 -0.1389
H 3.1612 -0.2213 0.7832
H 2.3391 -1.6379 0.4161
H 3.0134 -0.8357 -0.8593
H -2.7022 -0.7299 -0.9450
H -2.6527 -1.3608 0.5600
H -2.9448 0.3570 0.5340
H 1.1597 2.1791 -0.3233
```

The highest occupied orbital energy comes out at -14.89 eV. Its energy above the lowest of the compared OMol25 structures with the same formula, charge and spin is 230.0 kJ/mol. As for the net charge: +1.

Atom charges from the Mulliken analysis, given in e for atoms 1 to 8: -0.051 0.476 -1.049 -0.736 -0.635 -0.088 0.527 0.309


(5)
Molecular formula: C6H3O2
Method: DFT, ωB97M-V/def2-TZVPD

Structure (XYZ):
```
11
Properties=species:S:1:pos:R:3
C 0.8998 -0.8902 1.2698
C 1.2842 -0.8576 0.0784
C -1.0126 0.4511 0.5490
C -0.2715 -0.2197 1.7087
C -0.6252 0.6632 -0.6892
C 1.0694 -0.4050 -1.2095
O -1.1367 0.9726 -1.7577
O -0.6124 -0.1413 2.8858
H -1.8233 1.0610 0.8218
H 1.7688 0.2669 -1.7998
H 0.4596 -0.9010 -1.8573
```

The highest occupied orbital energy comes out at -3.61 eV. Its energy above the lowest of the compared OMol25 structures with the same formula, charge and spin is 0.0 kJ/mol. As for the net charge: -1.

Atom charges from the Mulliken analysis, given in e for atoms 1 to 8: -0.708 0.491 -0.741 0.720 0.568 -0.956 -0.654 -0.635


(6)
Molecular formula: C3H5As2F12KO7S
Method: DFT, ωB97M-V/def2-TZVPD

Structure (XYZ):
```
31
Properties=species:S:1:pos:R:3
K 0.9069 1.5204 -0.3237
As 5.1938 4.6543 -2.2255
F 4.7353 4.4625 -0.4640
F 6.9046 4.7871 -1.7634
F 5.7256 4.9166 -3.9187
F 3.4518 4.5483 -2.7192
F 5.0197 6.4762 -2.0608
F 5.3064 2.8965 -2.4121
As -0.1640 -1.1605 -5.5725
F 0.4528 0.3363 -6.4483
F -0.7853 -0.1977 -4.2312
F -0.8286 -2.5882 -4.7716
F 0.4342 -2.2538 -6.8780
F 1.4173 -1.4134 -4.8106
F -1.7316 -1.0379 -6.4439
O 4.1209 -2.7781 2.4792
C 3.8185 -3.1530 1.3032
O 3.9545 -4.3199 0.9398
O 3.2919 -2.3538 0.5385
H 3.7498 -1.9012 2.3571
C -5.9486 -1.2629 3.6886
C -5.7322 -0.4953 5.0282
O -4.3789 -0.1471 5.0501
S -3.4285 -1.3066 4.2831
O -2.8405 -2.1866 5.2861
O -2.6068 -0.7355 3.1977
O -4.7802 -2.0524 3.6080
H -5.9713 -0.6078 2.8177
H -6.8587 -1.8564 3.6018
H -5.9898 -1.1233 5.8811
H -6.4390 0.3332 4.9831
```

The highest occupied orbital energy comes out at -2.17 eV. As for the net charge: -2.

Atom charges from the Mulliken analysis, given in e for atoms 1 to 8: 0.984 1.998 -0.525 -0.484 -0.490 -0.512 -0.519 -0.466


In order of appearance, strongest force on any atom = 5.6, 3.5, 1.5, 5.3, 4.2, 7.1 eV Å⁻¹.